Record 1
Here is the molecule C13H15N3O6 from the OMol25 dataset. Energies are from ωB97M-V/def2-TZVPD.

Calculated values
* SMILES string: O=C(O)CNC(=O)c1ccc(N2CCOCC2)cc1[N+](=O)[O-]
* Kohn-Sham gap: 7.725 eV
* HOMO level: -8.23 eV

The geometry in XYZ format:
```
37
Properties=species:S:1:pos:R:3:nbo_charge:R:1
O -4.68 -0.52 2.10 -0.60
C -5.37 -0.53 1.12 0.79
O -6.69 -0.32 1.14 -0.67
C -4.86 -0.81 -0.28 -0.34
N -3.42 -0.82 -0.27 -0.61
C -2.73 -0.19 -1.25 0.69
O -3.21 0.15 -2.31 -0.60
C -1.26 -0.05 -0.95 -0.14
C -0.37 -1.07 -1.25 -0.17
C 0.99 -0.93 -1.06 -0.21
C 1.55 0.28 -0.59 0.18
N 2.90 0.47 -0.47 -0.42
C 3.86 -0.53 -0.88 -0.24
C 4.25 -1.41 0.31 -0.08
O 4.78 -0.61 1.35 -0.52
C 3.87 0.38 1.76 -0.08
C 3.46 1.29 0.59 -0.24
C 0.65 1.32 -0.31 -0.23
C -0.71 1.15 -0.48 0.06
N -1.58 2.24 -0.14 0.53
O -1.08 3.33 0.05 -0.37
O -2.77 2.00 -0.04 -0.37
H -6.99 -0.13 2.04 0.50
H -5.27 -1.77 -0.61 0.23
H -5.21 -0.04 -0.97 0.26
H -3.02 -0.90 0.65 0.42
H -0.76 -2.01 -1.63 0.23
H 1.62 -1.77 -1.29 0.21
H 4.76 0.01 -1.22 0.21
H 3.48 -1.12 -1.71 0.21
H 3.37 -1.96 0.68 0.16
H 5.03 -2.12 0.04 0.20
H 2.97 -0.09 2.18 0.16
H 4.37 0.96 2.54 0.20
H 4.35 1.80 0.20 0.20
H 2.75 2.03 0.94 0.22
H 0.99 2.28 0.03 0.25
```

Record 2
Here is the ion C16H21N2 with charge +1 from the OMol25 dataset. Energies are from ωB97M-V/def2-TZVPD.

Calculated values
* SMILES string: Cc1ccccc1C[N@H+](C)CCc1ccccn1
* Kohn-Sham gap: 9.450 eV
* net charge: +1
* HOMO level: -12.09 eV

The geometry in XYZ format:
```
39
Properties=species:S:1:pos:R:3:nbo_charge:R:1
C 1.82 2.47 0.53 -0.64
C 2.62 1.24 0.24 0.01
C 3.86 1.37 -0.37 -0.20
C 4.68 0.29 -0.59 -0.18
C 4.29 -0.97 -0.18 -0.21
C 3.06 -1.13 0.43 -0.20
C 2.20 -0.04 0.62 -0.09
C 0.85 -0.28 1.24 -0.23
N -0.14 -0.91 0.31 -0.42
C 0.05 -2.35 0.14 -0.42
C -0.24 -0.20 -0.98 -0.22
C -1.61 -0.43 -1.64 -0.45
C -2.75 -0.05 -0.74 0.23
C -3.93 0.49 -1.22 -0.23
C -4.95 0.79 -0.33 -0.12
C -4.77 0.53 1.02 -0.24
C -3.56 -0.01 1.42 0.08
N -2.59 -0.30 0.57 -0.51
H 1.62 2.56 1.60 0.22
H 2.38 3.35 0.23 0.24
H 0.87 2.50 0.00 0.20
H 4.20 2.36 -0.66 0.22
H 5.64 0.42 -1.07 0.23
H 4.94 -1.82 -0.31 0.23
H 2.77 -2.10 0.79 0.21
H 0.42 0.66 1.58 0.23
H 0.95 -0.95 2.10 0.23
H -1.18 -0.73 0.71 0.47
H 0.15 -2.83 1.11 0.23
H 0.95 -2.55 -0.45 0.23
H -0.81 -2.78 -0.37 0.22
H -0.12 0.86 -0.79 0.22
H 0.57 -0.53 -1.65 0.24
H -1.65 0.16 -2.56 0.25
H -1.72 -1.48 -1.93 0.23
H -4.05 0.69 -2.28 0.24
H -5.88 1.21 -0.69 0.24
H -5.54 0.74 1.74 0.24
H -3.36 -0.23 2.46 0.21
```

Record 3
Here is a structure of composition C4H6O from the OMol25 dataset. Energies are from ωB97M-V/def2-TZVPD.

Calculated values
* Kohn-Sham gap: 9.857 eV
* HOMO level: -8.70 eV

The geometry in XYZ format:
```
11
Properties=species:S:1:pos:R:3:nbo_charge:R:1
C -1.01 0.04 -0.50 -0.39
C -0.42 0.89 -1.38 0.17
C 0.38 -0.45 -0.14 0.08
C 0.57 -0.28 1.32 -0.65
O 0.88 0.72 -1.01 -0.50
H -1.90 -0.51 -0.54 0.21
H -0.81 1.57 -2.15 0.20
H 0.73 -1.38 -0.65 0.21
H 1.25 -0.93 1.79 0.21
H -0.38 -0.46 1.87 0.22
H 0.70 0.79 1.40 0.24
```

Record 4
Here is the molecule C3H2Cl2 from the OMol25 dataset. Energies are from ωB97M-V/def2-TZVPD.

Calculated values
* Kohn-Sham gap (alpha / beta): 7.054 / 6.192 eV
* spin multiplicity: 3
* HOMO level (alpha / beta): -7.85 / -8.25 eV

The geometry in XYZ format:
```
7
Properties=species:S:1:pos:R:3:lowdin_spin:R:1
C -0.16 1.02 0.74 0.59
C -0.53 -0.67 -0.63 0.60
C 0.63 0.09 0.00 0.23
Cl -1.33 1.85 -0.13 0.32
Cl -0.98 -2.13 0.05 0.19
H 1.36 0.40 -0.75 0.04
H 1.02 -0.56 0.72 0.02
```

Record 5
Here is the molecule C23H32N4O3S from the OMol25 dataset. Energies are from ωB97M-V/def2-TZVPD.

Calculated values
* SMILES string: CCN(c1ccc(NC(=O)c2cccc(S(=O)(=O)N3CCN(C)CC3)c2)cc1)C(C)C
* Kohn-Sham gap: 7.717 eV
* HOMO level: -7.24 eV

The geometry in XYZ format:
```
63
Properties=species:S:1:pos:R:3:nbo_charge:R:1
C 6.57 2.61 0.99 -0.62
C 6.06 1.89 -0.26 -0.21
N 5.55 0.56 0.00 -0.44
C 4.20 0.38 0.22 0.17
C 3.56 -0.85 0.04 -0.22
C 2.21 -1.02 0.30 -0.22
C 1.44 0.05 0.73 0.09
N 0.06 -0.05 1.01 -0.59
C -0.72 -1.16 1.05 0.65
O -0.34 -2.30 0.83 -0.61
C -2.14 -0.86 1.40 -0.06
C -2.83 -1.77 2.21 -0.19
C -4.15 -1.54 2.55 -0.20
C -4.82 -0.43 2.05 -0.18
C -4.14 0.43 1.21 -0.29
S -4.98 1.86 0.52 2.33
O -3.98 2.84 0.20 -0.95
O -6.05 2.22 1.41 -0.94
N -5.69 1.43 -0.93 -0.65
C -4.81 1.16 -2.03 -0.25
C -4.32 -0.30 -2.04 -0.24
N -5.00 -1.05 -0.99 -0.45
C -4.56 -2.43 -0.95 -0.41
C -6.44 -0.92 -1.12 -0.24
C -6.83 0.55 -0.85 -0.24
C -2.81 0.25 0.90 -0.22
C 2.05 1.28 0.90 -0.20
C 3.40 1.45 0.65 -0.27
C 6.41 -0.57 -0.33 -0.02
C 7.81 -0.41 0.25 -0.61
C 6.47 -0.82 -1.84 -0.63
H 6.82 3.64 0.75 0.21
H 5.81 2.61 1.77 0.21
H 7.46 2.12 1.39 0.21
H 6.88 1.82 -0.98 0.20
H 5.27 2.49 -0.73 0.20
H 4.09 -1.71 -0.32 0.20
H 1.76 -1.98 0.16 0.25
H -0.37 0.82 1.27 0.40
H -2.31 -2.64 2.56 0.24
H -4.67 -2.24 3.20 0.22
H -5.84 -0.22 2.30 0.24
H -5.35 1.39 -2.95 0.20
H -3.98 1.86 -1.93 0.24
H -3.25 -0.36 -1.84 0.21
H -4.51 -0.75 -3.03 0.17
H -5.04 -2.92 -0.11 0.20
H -4.80 -2.98 -1.87 0.17
H -3.49 -2.46 -0.80 0.21
H -6.91 -1.58 -0.39 0.21
H -6.78 -1.22 -2.12 0.16
H -7.58 0.88 -1.57 0.20
H -7.25 0.68 0.15 0.24
H -2.33 0.97 0.26 0.24
H 1.47 2.13 1.23 0.20
H 3.82 2.43 0.81 0.21
H 5.97 -1.44 0.16 0.20
H 7.76 -0.23 1.32 0.22
H 8.36 -1.34 0.09 0.22
H 8.37 0.39 -0.22 0.20
H 7.02 -1.73 -2.05 0.21
H 5.46 -0.92 -2.25 0.22
H 6.97 0.00 -2.35 0.20
```

no.,total energy (Ha)
1,-1120.022335
2,-731.589647
3,-231.154568
4,-1035.619067
5,-1738.552884